110
Properties=species:S:1:pos:R:3 method="wB97M-V/def2-TZVPD" total_energy_ha=-5400.831317 homo_energy_ev="-6.3 / -6.4" spin_multiplicity=3 e_above_lowest_kcal_mol=0.0 s2=2.01 lumo_ha="0.00933 / 0.00933"
Ni -0.823 -0.224 -0.008
C 1.242 2.422 2.703
C 0.821 1.813 1.383
O -0.161 1.064 1.426
C 1.532 2.172 0.166
C 2.463 3.232 0.211
C 3.131 3.678 -0.899
C 2.886 3.042 -2.128
C 2.006 1.998 -2.213
C 1.279 1.523 -1.083
O 0.469 0.543 -1.264
H 0.713 1.902 3.497
H 0.959 3.477 2.728
H 2.318 2.357 2.860
H 2.639 3.732 1.154
H 3.822 4.507 -0.832
H 3.401 3.379 -3.020
H 1.816 1.501 -3.156
C 0.281 -5.977 -2.748
C -0.152 -4.855 -3.671
C 0.949 -4.428 -4.622
O -0.709 -3.769 -2.888
P -0.065 -2.480 -2.240
O -1.082 -1.855 -1.375
C 1.388 -3.026 -1.320
P 1.845 -2.035 0.113
O 0.686 -1.468 0.835
O 2.860 -0.911 -0.291
C 4.286 -1.026 -0.537
C 4.874 0.313 -0.154
C 4.531 -1.383 -1.989
O 2.659 -3.104 0.949
C 2.961 -2.837 2.359
C 4.269 -3.534 2.655
C 1.814 -3.332 3.212
O 0.543 -1.615 -3.402
C -0.295 -1.018 -4.452
C 0.675 -0.557 -5.517
C -1.156 0.107 -3.920
H 0.475 -6.876 -3.334
H -0.502 -6.199 -2.024
H 1.199 -5.726 -2.215
H -1.011 -5.191 -4.254
H 1.827 -4.059 -4.091
H 0.610 -3.657 -5.310
H 1.251 -5.297 -5.209
H 2.241 -3.187 -1.979
H 1.102 -3.992 -0.897
H 4.674 -1.812 0.117
H 4.476 1.099 -0.796
H 5.960 0.285 -0.253
H 4.621 0.560 0.877
H 3.976 -0.700 -2.634
H 4.235 -2.408 -2.211
H 5.594 -1.291 -2.217
H 3.074 -1.754 2.473
H 4.163 -4.608 2.496
H 4.550 -3.365 3.694
H 5.071 -3.164 2.016
H 1.684 -4.406 3.074
H 0.889 -2.821 2.952
H 2.033 -3.144 4.264
H -0.930 -1.820 -4.841
H 1.344 0.198 -5.105
H 0.127 -0.114 -6.349
H 1.277 -1.385 -5.894
H -0.536 0.914 -3.533
H -1.817 -0.222 -3.119
H -1.768 0.488 -4.739
C -4.500 4.495 3.291
Si -4.105 2.681 2.959
C -2.464 2.283 3.781
C -5.449 1.609 3.720
Si -4.011 2.309 0.660
Te -3.377 -0.027 0.035
Si -6.168 2.471 -0.245
C -7.210 0.990 0.250
C -7.049 4.033 0.338
C -6.041 2.499 -2.123
Si -2.691 3.925 -0.410
C -3.744 5.415 -0.887
C -1.896 3.194 -1.944
C -1.331 4.565 0.724
H -4.596 4.681 4.364
H -5.432 4.799 2.812
H -3.705 5.141 2.911
H -2.545 2.377 4.868
H -1.688 2.969 3.432
H -2.141 1.270 3.535
H -5.435 1.685 4.810
H -5.303 0.562 3.447
H -6.439 1.913 3.374
H -7.358 0.952 1.331
H -6.727 0.060 -0.053
H -8.193 1.039 -0.226
H -7.230 3.998 1.414
H -8.019 4.137 -0.157
H -6.465 4.929 0.122
H -5.469 1.638 -2.476
H -5.541 3.403 -2.475
H -7.032 2.462 -2.584
H -4.519 5.141 -1.604
H -3.126 6.194 -1.342
H -4.235 5.846 -0.012
H -2.651 2.827 -2.643
H -1.262 2.347 -1.668
H -1.280 3.940 -2.454
H -1.750 5.073 1.595
H -0.678 5.266 0.198
H -0.725 3.732 1.072